1.
The following is a DFT calculation (ωB97M-V with the def2-TZVPD basis set) of a 2-piece molecular cluster, C3H3ClNO2 overall.

Each line ends with the natural charge from an NBO analysis.
Positions of all 10 atoms, in Å:
1 C -0.013 0.140 -0.102  -0.43
2 C 0.730 -1.055 0.021  0.27
3 C -1.337 -0.015 -0.154  -0.11
4 N -1.333 -2.051 0.311  0.26
5 O -2.079 -2.845 -0.236  -0.44
6 O 0.071 -2.170 0.062  -0.31
7 Cl 3.953 -0.847 -0.035  -0.93
8 H 0.541 1.068 -0.144  0.23
9 H 1.817 -1.095 0.137  0.28
10 H -2.196 0.592 0.016  0.18

Calculated values
- relative energy (zero: lowest compared OMol25 entry of this formula, charge and spin) (kcal per mole) = 124.5
- total energy (hartree) = -781.39806
- HOMO (spin up / spin down) (eV) = -4.4 / -4.4
- charge = -1
- LUMO energy (spin up / spin down) (eV) = 2.752 / 2.755
- orbital gap (spin up / spin down) (Eh) = 0.2610 / 0.2613

2.
The following is a DFT calculation (ωB97M-V with the def2-TZVPD basis set) of C3H3ClO2 in the gas phase.

Each line ends with the natural charge from an NBO analysis.
Positions of all 9 atoms, in Å:
1 Cl -2.268 -0.845 -0.220  -0.09
2 C -0.893 -0.161 0.631  0.07
3 C 0.651 -0.677 -0.258  -0.27
4 C 1.081 0.525 -0.562  0.06
5 O 0.189 1.551 -0.394  -0.21
6 O -0.823 1.159 0.553  -0.23
7 H -0.983 -0.694 1.517  0.20
8 H 1.060 -1.672 -0.264  0.24
9 H 1.985 0.814 -1.002  0.23

Calculated values
- relative energy (zero: lowest compared OMol25 entry of this formula, charge and spin) (kcal per mole) = 106.8
- total energy (hartree) = -726.60976
- HOMO (eV) = -9.6
- charge = 0
- LUMO energy (eV) = 0.873
- orbital gap (Eh) = 0.3860

3.
The following is a DFT calculation (ωB97M-V with the def2-TZVPD basis set) of C3H3ClOS in the gas phase.

Each line ends with the natural charge from an NBO analysis.
Positions of all 9 atoms, in Å:
1 C 0.355 0.313 0.295  -0.42
2 C -0.233 -1.087 -0.035  -0.44
3 C 1.247 -0.815 -0.084  -0.22
4 O 0.713 -3.396 1.092  -0.91
5 S 0.585 -1.924 1.325  1.21
6 Cl 2.672 -0.980 -1.148  0.05
7 H 0.249 1.247 -0.238  0.26
8 H 0.357 0.435 1.361  0.20
9 H -0.923 -1.619 -0.695  0.27

Calculated values
- relative energy (zero: lowest compared OMol25 entry of this formula, charge and spin) (kcal per mole) = 68.0
- total energy (hartree) = -1049.60598
- HOMO (eV) = -9.4
- charge = 0
- LUMO energy (eV) = 0.480
- orbital gap (Eh) = 0.3645

4.
The following is a DFT calculation (ωB97M-V with the def2-TZVPD basis set) of C3H3ClOS in the gas phase.

Each line ends with the natural charge from an NBO analysis.
Positions of all 9 atoms, in Å:
1 C -0.358 0.411 0.048  -0.46
2 C 0.814 -0.193 -0.058  0.12
3 O 1.968 0.622 -0.166  -0.50
4 C 3.281 0.128 0.015  0.04
5 S 4.489 1.138 -0.009  0.08
6 Cl 3.547 -1.526 -0.002  0.08
7 H -1.109 -0.304 -0.012  0.22
8 H -0.305 1.505 0.101  0.24
9 H 1.122 -1.165 -0.126  0.18

Calculated values
- relative energy (zero: lowest compared OMol25 entry of this formula, charge and spin) (kcal per mole) = 35.5
- total energy (hartree) = -1049.65792
- HOMO (eV) = -9.3
- charge = 0
- LUMO energy (eV) = -0.206
- orbital gap (Eh) = 0.3336

5.
The following is a DFT calculation (ωB97M-V with the def2-TZVPD basis set) of C3H3ClOS in the gas phase.

Each line ends with the natural charge from an NBO analysis.
Positions of all 9 atoms, in Å:
1 O 0.734 1.322 -1.043  -0.64
2 C 1.126 0.374 -0.220  0.20
3 S 2.718 0.250 0.206  -0.07
4 C 0.182 -0.533 0.484  -0.31
5 C -1.177 -0.612 0.305  -0.17
6 Cl -2.209 0.377 -0.750  -0.01
7 H -0.264 1.279 -1.182  0.49
8 H 0.667 -1.150 1.286  0.27
9 H -1.777 -1.307 0.915  0.23

Calculated values
- relative energy (zero: lowest compared OMol25 entry of this formula, charge and spin) (kcal per mole) = 13.1
- total energy (hartree) = -1049.69356
- HOMO (eV) = -8.8
- charge = 0
- LUMO energy (eV) = -0.695
- orbital gap (Eh) = 0.2993

6.
The following is a DFT calculation (ωB97M-V with the def2-TZVPD basis set) of C3H3ClS in the gas phase.

Each line ends with the natural charge from an NBO analysis.
Positions of all 8 atoms, in Å:
1 C 0.905 0.365 -2.192  -0.23
2 C 0.887 0.545 -0.983  -0.20
3 S 0.532 1.088 0.766  0.30
4 C -0.606 -0.216 1.298  -0.56
5 Cl 0.006 -1.811 1.554  0.00
6 H 0.799 0.167 -3.185  0.23
7 H -1.381 -0.190 0.578  0.23
8 H -1.143 0.052 2.163  0.24

Calculated values
- relative energy (zero: lowest compared OMol25 entry of this formula, charge and spin) (kcal per mole) = 34.5
- total energy (hartree) = -974.38870
- HOMO (eV) = -9.4
- charge = 0
- LUMO energy (eV) = 0.591
- orbital gap (Eh) = 0.3656